A structure of composition C36H49CdN5P2Si in a non-equilibrium geometry. Source: OMol25; level of theory: ωB97M-V/def2-TZVPD.

Last column: Löwdin charge in e.
Atoms and positions in Å:
Cd 1.0201 -3.1033 0.2897  0.832
C -0.9921 3.6563 2.2480  -0.132
C -1.5829 2.6687 1.5500  -0.102
C -1.0016 2.1522 0.2388  -0.198
C 0.4303 1.5237 0.2483  -0.189
C 1.5306 2.3345 -0.4089  -0.098
C 1.8117 3.6065 -0.1124  -0.112
C 0.9715 4.4754 0.7791  -0.181
C 0.4989 3.8356 2.1380  -0.192
C 1.4653 -3.1207 2.4431  -0.392
H -1.5451 4.3743 2.8859  0.109
H -2.5770 2.2496 1.7747  0.100
H -1.0027 2.9619 -0.5228  0.109
H -1.6687 1.3292 -0.0971  0.071
H 0.6541 1.2027 1.2765  0.092
H 0.3621 0.5598 -0.2888  0.067
H 2.2511 1.7483 -0.9878  0.081
H 2.7214 4.0976 -0.4604  0.100
H 0.1027 4.8621 0.2094  0.118
H 1.5993 5.3491 1.0456  0.105
H 0.9700 2.8361 2.2811  0.095
H 0.8109 4.4879 2.9792  0.109
H 0.6158 -2.5298 2.8331  -0.098
H 2.3725 -2.5613 2.7190  -0.076
H 1.5508 -4.0970 2.9419  -0.057
P 1.7009 -1.5980 -2.4664  0.976
P -2.0491 -0.8694 -2.5496  1.109
N 3.0265 -0.4742 -2.9648  -0.264
N 2.2868 -2.7695 -3.6655  -0.267
N -2.0635 0.7065 -3.2549  -0.292
N -3.4882 -1.3466 -3.7096  -0.225
C 0.5363 -0.8238 -3.6777  -0.421
C -0.8006 -1.5769 -3.7019  -0.432
C 4.1085 -0.2401 -2.1134  -0.167
C 4.9827 0.6428 -2.7375  -0.100
C 4.4455 0.9352 -4.0321  -0.083
C 3.2540 0.2308 -4.1478  -0.162
C 2.5354 -4.0924 -3.3164  -0.174
C 2.9937 -4.7741 -4.4340  -0.098
C 2.9980 -3.8522 -5.5274  -0.080
C 2.5838 -2.6280 -5.0245  -0.137
C -2.3771 1.9493 -2.6779  -0.138
C -2.1560 2.9625 -3.6081  -0.076
C -1.6910 2.3281 -4.8104  -0.077
C -1.6967 0.9647 -4.5809  -0.201
C -4.1636 -0.8157 -4.8089  -0.146
C -5.1485 -1.7144 -5.2396  -0.099
C -5.0510 -2.8670 -4.3960  -0.112
C -4.0177 -2.6206 -3.4966  -0.195
H 0.9087 -0.7805 -4.7178  0.065
H 0.4339 0.2208 -3.3634  0.070
H -1.2000 -1.6215 -4.7277  0.082
H -0.6794 -2.6274 -3.3919  0.063
H 4.1264 -0.7193 -1.1440  0.093
H 5.8985 1.0261 -2.3157  0.087
H 4.8635 1.5712 -4.8005  0.092
H 2.5814 0.1977 -4.9979  0.090
H 2.3469 -4.4011 -2.3020  0.040
H 3.2925 -5.8091 -4.4759  0.088
H 3.2423 -4.0356 -6.5632  0.093
H 2.4833 -1.6941 -5.5451  0.078
H -2.7926 2.0137 -1.6807  0.090
H -2.3215 4.0349 -3.4795  0.099
H -1.3947 2.7852 -5.7538  0.100
H -1.4719 0.1811 -5.2833  0.101
H -3.9178 0.1335 -5.2556  0.090
H -5.8513 -1.5604 -6.0497  0.088
H -5.6616 -3.7610 -4.4327  0.086
H -3.6007 -3.2565 -2.7353  0.085
C 2.3282 0.3299 4.1724  -0.176
Si 1.0920 0.2446 5.5679  0.445
C 1.8650 -0.2285 7.2119  -0.175
C 0.1126 1.8821 5.6207  -0.153
N -0.0920 -1.0204 5.2358  0.044
C -1.3231 -1.1655 5.6755  -0.379
C -2.3397 -1.6835 4.7943  -0.017
C -3.6806 -1.5918 5.1177  -0.088
C -4.0847 -0.9920 6.3243  -0.079
C -3.1264 -0.6225 7.2761  -0.092
C -1.7763 -0.7505 6.9989  -0.023
H 2.9172 1.2451 4.2252  0.031
H 1.8569 0.3069 3.1862  0.012
H 3.0264 -0.5045 4.2122  0.021
H 2.4924 0.5696 7.6300  0.029
H 1.1094 -0.4859 7.9671  0.014
H 2.4948 -1.1201 7.0847  0.033
H -0.2190 2.1858 4.6170  0.010
H -0.7934 1.7945 6.2345  0.021
H 0.7120 2.7018 6.0348  0.030
H -1.9817 -2.0524 3.8291  0.105
H -4.4123 -1.9778 4.4076  0.103
H -5.1349 -0.8302 6.5477  0.101
H -3.4257 -0.2081 8.2435  0.107
H -1.0206 -0.4805 7.7395  0.092

Output
Total charge: 0
Frontier orbital gap (spin up / spin down), eV: 5.220 / 7.136
E_LUMO (spin up / spin down), eV: -1.38 / -0.92

***

A structure of composition C36H49ClF6O2OsP4 in a non-equilibrium geometry. Source: OMol25; level of theory: ωB97M-V/def2-TZVPD.

Last column: Löwdin spin population.
Atoms and positions in Å:
P 5.0763 1.4726 -0.9654  0.137
C 6.3327 0.6321 0.0342  0.033
C 7.4685 0.0290 -0.5409  0.006
H 7.4924 -0.1773 -1.6145  0.000
C 8.5632 -0.2793 0.2678  0.002
H 9.4664 -0.6886 -0.1869  0.000
C 8.5012 -0.0562 1.6501  0.005
H 9.3715 -0.2506 2.2738  0.000
C 7.3152 0.4052 2.2356  0.003
H 7.2351 0.5320 3.3159  0.000
C 6.2183 0.7222 1.4327  0.009
H 5.2814 1.0573 1.8835  0.000
C 5.4181 0.9945 -2.6685  0.132
C 5.1338 -0.3235 -3.0817  0.162
H 4.5409 -0.9720 -2.4383  0.016
C 5.6253 -0.7921 -4.3011  0.014
H 5.4140 -1.8198 -4.5977  -0.004
C 6.4042 0.0367 -5.1118  0.192
H 6.8356 -0.3499 -6.0338  0.012
C 6.6426 1.3601 -4.7294  0.047
H 7.2415 2.0210 -5.3560  -0.001
C 6.1351 1.8462 -3.5259  0.116
H 6.3146 2.8792 -3.2215  0.004
C 5.4986 3.2321 -0.8151  0.019
C 6.7762 3.6391 -0.3861  0.003
H 7.4858 2.9021 -0.0092  0.000
C 7.1428 4.9859 -0.4499  0.005
H 8.1556 5.2782 -0.1660  0.000
C 6.2176 5.9394 -0.8827  0.001
H 6.5192 6.9872 -0.9761  0.000
C 4.9102 5.5564 -1.1995  0.004
H 4.1679 6.3015 -1.4892  0.000
C 4.5525 4.2051 -1.1732  0.007
H 3.5359 3.9014 -1.4281  0.003
Os 0.4744 0.0932 -0.0738  1.990
C -0.2249 0.3417 -1.9157  0.003
C 0.6409 0.7826 -2.8673  0.195
H -1.2735 0.1912 -2.1688  0.002
C 2.0762 1.0038 -2.4305  0.020
O 2.4761 2.3453 -2.8172  0.033
H 3.4508 2.3520 -2.9425  0.012
C 2.2976 0.7915 -0.9434  -0.027
H 2.7025 0.2534 -2.9526  0.016
C 3.4976 1.0657 -0.3472  0.209
Cl 1.4779 -0.2402 2.0540  0.155
P -0.0147 2.2239 0.7935  0.037
P 0.9101 -2.1974 -0.3387  0.040
C -0.8929 2.1050 2.3682  -0.001
H -0.1741 1.8667 3.1583  0.001
H -1.6418 1.3055 2.3217  0.000
H -1.3905 3.0570 2.5841  0.000
C 1.3834 3.3424 1.0779  0.007
H 1.9232 3.4992 0.1366  0.001
H 2.0681 2.8907 1.8040  0.000
H 1.0144 4.3069 1.4528  0.000
C -1.0909 3.1483 -0.3290  0.019
H -1.9698 2.5489 -0.5843  -0.001
H -0.5396 3.3966 -1.2426  0.000
H -1.4152 4.0728 0.1637  0.003
C 0.1837 -3.1924 0.9883  -0.001
H -0.8152 -2.8273 1.2491  0.000
H 0.8206 -3.1108 1.8753  0.001
H 0.1248 -4.2391 0.6671  0.000
C 0.2667 -2.8451 -1.9066  0.017
H 0.7909 -2.3603 -2.7395  0.001
H -0.8055 -2.6371 -1.9945  -0.001
H 0.4364 -3.9292 -1.9486  0.002
C 2.6760 -2.6195 -0.3460  0.011
H 3.1134 -2.3492 0.6229  0.001
H 3.1841 -2.0593 -1.1398  0.001
H 2.7927 -3.6962 -0.5278  0.001
P 0.0402 1.3404 -4.4817  0.024
C -1.6058 0.6774 -4.6791  0.001
C 1.1331 0.6986 -5.7417  0.007
H -2.2516 0.9837 -3.8446  0.000
H -1.5474 -0.4194 -4.7005  0.000
H -2.0356 1.0431 -5.6208  0.000
H 2.1829 0.8629 -5.4600  0.000
H 0.9153 1.2153 -6.6863  0.001
H 0.9518 -0.3801 -5.8684  0.000
C 0.0056 3.1319 -4.4695  0.010
H -0.8486 3.4785 -3.8672  0.000
H -0.0937 3.4970 -5.5003  0.002
H 0.9410 3.4939 -4.0223  0.001
H 3.5065 0.9066 0.7394  0.009
C -2.9829 -1.9518 -0.7304  0.007
C -2.8415 -0.7863 0.2297  0.017
O -1.5692 -0.3284 0.4801  0.233
C -3.7398 0.3931 -0.3310  0.006
F -5.0240 0.0263 -0.5780  0.001
F -3.7637 1.4873 0.4711  0.001
F -3.2246 0.8098 -1.5412  0.001
C -3.4212 -1.2083 1.6529  0.004
F -4.7135 -1.6460 1.5927  0.001
F -2.6762 -2.2419 2.1432  0.001
F -3.3621 -0.2147 2.5695  0.001
H -2.6885 -1.6363 -1.7384  0.000
H -4.0287 -2.2721 -0.7566  0.001
H -2.3552 -2.7888 -0.4121  0.000

Output
Total charge: +2
Frontier orbital gap (spin up / spin down), eV: 3.255 / 4.022
Spin multiplicity: 5
E_LUMO (spin up / spin down), eV: -5.06 / -8.83

***

Among the records above, which one has the lowest total charge? C36H49CdN5P2Si